ORCA calculation (wB97M-V/def2-TZVPD) on C17H34OP2Ti as an isolated structure in a non-equilibrium geometry.

```
55
Properties=species:S:1:pos:R:3:lowdin_charge:R:1
P -0.490 -1.562 -2.190 0.896
P 0.372 1.667 -2.022 0.906
C -0.519 -0.510 -3.738 -0.402
C 0.387 0.741 -3.669 -0.401
H -1.563 -0.216 -3.916 0.070
H -0.214 -1.183 -4.548 0.069
H 1.428 0.454 -3.863 0.068
H 0.091 1.475 -4.422 0.067
C -1.296 2.400 -2.257 -0.285
H -1.478 3.103 -1.436 0.046
H -2.076 1.628 -2.269 0.034
H -1.292 2.944 -3.214 0.042
C 1.298 3.231 -2.334 -0.288
H 0.873 3.786 -3.180 0.034
H 2.362 3.039 -2.507 0.034
H 1.199 3.851 -1.433 0.039
C -1.317 -3.170 -2.511 -0.277
H -1.124 -3.814 -1.644 0.039
H -0.898 -3.656 -3.406 0.037
H -2.401 -3.048 -2.616 0.035
C 1.232 -2.181 -2.358 -0.276
H 1.962 -1.360 -2.320 0.039
H 1.327 -2.717 -3.315 0.047
H 1.420 -2.874 -1.529 0.044
Ti -0.778 0.098 3.063 0.825
C 0.610 1.314 1.550 -0.228
C -0.696 1.342 1.064 -0.220
C -1.456 0.365 0.179 -0.300
C -1.905 -0.985 0.775 -0.217
C -0.767 -2.001 0.884 -0.165
C 0.570 -1.825 0.752 -0.139
C 1.385 -0.682 0.194 -0.261
C 1.771 0.526 1.066 -0.204
C 0.385 -1.486 3.956 -0.224
H 0.868 2.150 2.218 0.108
H -1.191 2.293 1.236 0.100
H -0.899 0.126 -0.753 -0.056
H -2.342 0.885 -0.215 0.103
H -2.517 -0.832 1.712 0.112
H -2.668 -1.425 0.089 0.117
H -1.073 -2.920 1.389 0.107
H 1.188 -2.601 1.235 0.115
H 0.906 -0.278 -0.716 -0.033
H 2.317 -1.136 -0.174 0.105
H 2.450 0.237 1.884 0.113
H 2.394 1.213 0.432 0.116
H 1.395 -1.105 4.167 -0.014
H 0.463 -2.390 3.336 -0.040
H -0.080 -1.752 4.934 -0.005
C 0.429 1.593 5.678 -0.070
C -0.340 1.003 4.582 -0.428
O -1.681 1.026 4.387 -0.198
H 1.440 1.761 5.265 0.080
H 0.545 0.904 6.535 0.095
H -0.007 2.555 5.994 0.086
```

The expectation value of S² is 2.01. Its net charge is 0. The multiplicity is 3. The energy above the lowest of the compared OMol25 structures with the same formula, charge and spin is 0.000 eV. The HOMO energy (spin up / spin down) comes out at -5.4 / -7.8 eV. The orbital gap (spin up / spin down) comes out at 5.9 / 8.2 eV.

---

ORCA calculation (wB97M-V/def2-TZVPD) on a 9-piece molecular cluster, C17H35Cl16NO4P overall in a non-equilibrium geometry.

```
74
Properties=species:S:1:pos:R:3:lowdin_charge:R:1
C 6.662 -1.711 3.773 -0.063
C 5.475 -2.688 3.629 -0.280
O 4.570 -2.189 2.666 -0.145
N 3.418 -1.638 3.309 0.007
C 2.469 -1.300 2.243 -0.561
O 2.143 -2.408 1.465 -0.106
C 1.281 -3.381 1.994 -0.293
C 1.906 -4.281 3.069 -0.098
C 3.163 -0.225 1.281 -0.702
O 3.842 0.642 1.867 -0.061
O 2.927 -0.346 0.070 -0.035
P 0.991 -0.377 2.924 1.046
C 1.701 1.117 3.740 -0.294
C 0.328 -1.288 4.410 -0.426
C -1.196 -1.467 4.248 -0.195
H 6.410 -0.962 4.523 0.071
H 6.772 -1.193 2.822 0.079
H 7.564 -2.258 4.046 0.033
H 5.806 -3.692 3.341 0.099
H 4.928 -2.768 4.572 0.090
H 3.704 -0.741 3.698 0.096
H 1.049 -4.044 1.157 0.060
H 0.310 -2.989 2.318 0.084
H 1.192 -5.042 3.394 0.072
H 2.793 -4.754 2.652 0.039
H 2.216 -3.717 3.947 0.045
H 2.015 1.844 3.001 0.028
H 0.878 1.516 4.342 0.025
H 2.512 0.888 4.435 0.034
H 0.495 -0.728 5.334 0.065
H 0.796 -2.264 4.531 0.046
H -1.625 -0.505 3.950 0.049
H -1.433 -2.156 3.438 0.049
H -1.674 -1.769 5.181 0.057
C 0.515 -0.703 -2.245 -0.995
Cl -0.433 -2.110 -1.746 0.491
Cl -0.417 0.799 -2.094 0.499
H 1.392 -0.631 -1.606 -0.001
H 0.794 -0.826 -3.284 0.019
C -3.863 0.932 -3.812 -1.047
Cl -4.807 -0.475 -3.304 0.506
Cl -4.797 2.435 -3.697 0.482
H -2.989 1.018 -3.178 -0.027
H -3.569 0.805 -4.843 -0.060
C 1.531 -7.311 -0.437 -1.016
Cl 2.515 -5.981 0.167 0.601
Cl 0.024 -7.496 0.476 0.492
H 1.281 -7.115 -1.473 0.022
H 2.097 -8.232 -0.350 0.018
C 7.638 -4.867 5.824 -1.027
Cl 8.629 -3.600 6.556 0.505
Cl 6.021 -4.934 6.528 0.519
H 7.543 -4.664 4.763 0.007
H 8.126 -5.820 5.989 0.019
C -2.010 3.826 -6.268 -0.995
Cl -2.399 2.128 -6.554 0.566
Cl -2.786 4.898 -7.442 0.520
H -2.362 4.092 -5.278 -0.018
H -0.936 3.951 -6.340 0.031
C -5.496 7.370 -8.178 -1.032
Cl -6.600 7.587 -9.543 0.501
Cl -6.339 6.843 -6.719 0.511
H -4.766 6.616 -8.441 -0.026
H -5.012 8.317 -7.971 0.028
C -9.986 5.795 -5.528 -1.035
Cl -10.496 4.296 -4.743 0.502
Cl -10.256 7.207 -4.497 0.491
H -8.928 5.726 -5.751 -0.016
H -10.558 5.920 -6.439 0.024
C -4.645 6.117 -1.912 -1.020
Cl -3.892 5.756 -3.470 0.487
Cl -4.164 7.700 -1.290 0.504
H -5.720 6.110 -2.043 0.025
H -4.340 5.357 -1.201 0.029
```

Its net charge is -1. The multiplicity is 1. The HOMO energy comes out at -4.6 eV. The orbital gap comes out at 6.3 eV.

---

ORCA calculation (wB97M-V/def2-TZVPD) on a 3-piece molecular cluster, C17H35F2IN2O5 overall in a non-equilibrium geometry.

```
62
Properties=species:S:1:pos:R:3:lowdin_charge:R:1
C 4.474 -1.807 -2.653 -0.153
N 3.969 -0.604 -1.888 -0.153
C 3.523 0.526 -2.788 -0.176
C 2.441 0.110 -3.947 -0.302
C 3.166 0.494 -5.405 -0.071
O 1.231 0.957 -3.879 -0.109
C 0.060 0.210 -3.396 -0.379
C -1.042 1.369 -2.907 -0.020
F 0.309 -0.659 -2.221 -0.053
C -0.709 -0.691 -4.530 -0.243
N -0.155 -2.086 -4.724 -0.564
I -0.343 -2.604 -6.753 0.829
C -0.880 -3.125 -3.891 -0.293
C 0.214 -3.801 -2.862 -0.109
F 0.813 -5.056 -3.439 -0.160
H 5.457 -2.280 -2.210 0.081
H 3.638 -2.649 -2.532 0.081
H 4.632 -1.612 -3.813 0.090
H 3.268 -0.848 -1.156 0.092
H 4.472 1.040 -3.249 0.125
H 2.993 1.337 -2.092 0.126
H 2.143 -1.021 -3.970 0.132
H 4.260 0.051 -5.482 0.083
H 2.500 0.219 -6.328 0.074
H 3.231 1.686 -5.392 0.100
H -1.287 2.000 -3.889 0.108
H -0.513 2.127 -2.171 0.096
H -2.012 0.906 -2.442 0.093
H -0.594 -0.118 -5.559 0.095
H -1.857 -0.720 -4.212 0.131
H -1.849 -2.724 -3.355 0.129
H -1.259 -3.964 -4.650 0.068
H -0.278 -4.008 -1.795 0.133
H 1.119 -3.048 -2.753 0.104
C -0.284 2.652 3.641 -0.081
C -0.894 2.534 2.258 -0.225
O 0.090 2.791 1.240 -0.007
C 0.946 1.869 0.751 -0.498
C 1.100 0.564 1.475 0.016
O 1.646 2.125 -0.228 0.060
H 0.509 1.916 3.796 0.072
H -1.046 2.507 4.412 0.061
H 0.171 3.639 3.775 0.085
H -1.388 1.572 2.094 0.100
H -1.668 3.302 2.142 0.127
H 1.949 0.631 2.161 0.101
H 1.293 -0.222 0.737 0.083
H 0.211 0.255 2.022 0.069
C -3.884 1.089 8.053 -0.067
C -4.494 0.972 6.671 -0.226
O -3.510 1.228 5.652 0.001
C -2.654 0.306 5.164 -0.475
C -2.500 -0.999 5.887 0.012
O -1.954 0.563 4.185 0.056
H -3.091 0.353 8.209 0.068
H -4.646 0.945 8.825 0.084
H -3.429 2.076 8.188 0.087
H -4.988 0.010 6.506 0.116
H -5.268 1.739 6.554 0.126
H -1.651 -0.932 6.574 0.102
H -2.307 -1.785 5.149 0.097
H -3.389 -1.307 6.434 0.071
```

Its net charge is 0. The multiplicity is 1. Its SMILES is CNC[C@H](C)O[C@](C)(F)CN(I)CCF.CCOC(C)=O.CCOC(C)=O. The HOMO energy comes out at -8.0 eV. The orbital gap comes out at 7.7 eV.

---

ORCA calculation (wB97M-V/def2-TZVPD) on a 7-piece molecular cluster, C17H35N7O6 overall in a non-equilibrium geometry.

```
65
Properties=species:S:1:pos:R:3:lowdin_charge:R:1
C -7.165 -14.198 23.392 -0.060
C -6.665 -14.240 24.675 -0.112
C -5.682 -13.315 25.064 -0.196
N -5.193 -12.400 24.199 0.066
C -5.699 -12.302 22.905 -0.083
C -6.627 -13.288 22.423 -0.018
H -8.000 -14.853 23.189 0.120
H -7.056 -15.007 25.327 0.097
H -5.190 -13.380 26.024 0.051
H -5.539 -11.535 22.161 0.107
H -7.024 -13.356 21.422 0.109
C -10.443 -11.292 21.412 -0.003
C -9.058 -10.795 21.553 -0.649
N -8.432 -11.020 22.686 0.160
O -8.554 -10.273 20.594 0.029
H -10.585 -11.779 20.446 0.086
H -11.168 -10.480 21.458 0.092
H -10.772 -11.925 22.236 0.063
H -8.890 -11.606 23.369 0.002
H -7.490 -10.660 22.722 0.104
C -4.713 -11.060 26.595 0.014
C -5.930 -10.682 27.459 -0.455
N -6.042 -11.159 28.741 0.137
O -6.820 -9.954 26.999 -0.122
H -4.742 -10.693 25.569 0.083
H -4.617 -12.127 26.392 0.026
H -3.856 -10.661 27.138 0.095
H -6.877 -10.794 29.177 0.104
H -5.533 -12.007 28.945 0.085
C -11.605 -8.102 26.438 -0.056
C -12.014 -9.078 25.340 -0.618
N -11.961 -10.339 25.699 0.137
O -12.409 -8.715 24.243 0.027
H -12.464 -7.436 26.519 0.103
H -10.743 -7.538 26.081 0.102
H -11.446 -8.578 27.406 0.073
H -12.114 -11.085 25.036 0.116
H -11.498 -10.714 26.515 0.091
C -9.192 -10.156 26.022 -0.032
C -9.011 -11.329 25.148 -0.514
N -7.953 -12.051 25.395 0.231
O -9.938 -11.698 24.399 -0.009
H -8.294 -9.914 26.590 -0.002
H -10.129 -10.250 26.570 0.090
H -9.521 -9.387 25.323 0.145
H -7.327 -11.774 26.138 0.080
H -7.731 -12.827 24.788 0.054
C -8.262 -8.853 27.797 -0.110
C -9.209 -8.022 28.458 -0.541
N -8.942 -7.684 29.711 0.178
O -10.227 -7.685 27.855 -0.057
H -8.082 -9.843 28.216 0.092
H -7.311 -8.322 27.774 0.147
H -8.626 -8.978 26.777 0.033
H -9.669 -7.260 30.271 0.119
H -8.037 -7.919 30.092 0.106
C -8.130 -12.671 28.390 0.006
C -7.382 -13.787 27.674 -0.566
N -6.074 -13.703 27.807 0.141
O -7.950 -14.723 27.099 0.042
H -9.205 -12.844 28.340 0.108
H -7.938 -11.667 28.010 0.032
H -7.817 -12.678 29.434 0.096
H -5.713 -13.230 28.623 0.090
H -5.563 -14.440 27.342 0.136
```

Its net charge is 0. The multiplicity is 1. Its SMILES is c1ccncc1.CC(N)=O.CC(N)=O.CC(N)=O.CC(N)=O.CC(N)=O.CC(N)=O. The HOMO energy comes out at -8.2 eV. The orbital gap comes out at 7.8 eV.

---

Let's list molar mass in order: 364.27, 915.69, 512.38, 433.51 g mol⁻¹.